No. 1
The following is a DFT calculation (wB97M-V/def2-TZVPD) of a structure of composition C27H27BCo2O9S.

Each line ends with the Löwdin charge.
Geometry (Å):
C  -1.90511  -0.95630  3.34421  -0.052
O  -1.29599  -1.45386  2.11392  -0.148
C  0.07295  -1.57180  2.14779  -0.278
C  0.80032  -1.49604  0.93863  -0.003
C  2.18662  -1.66253  0.97197  -0.009
C  2.83530  -1.88582  2.18101  -0.066
B  4.46017  -2.14518  2.27014  -0.951
C  4.94024  -0.55785  2.51165  -0.319
C  5.14081  0.06182  3.72846  -0.119
C  6.09357  1.14488  3.67051  -0.130
C  6.66012  1.30960  2.41579  -0.594
C  7.73723  2.24907  2.02662  -0.117
S  5.93571  0.20649  1.29348  1.075
O  4.77091  -2.89026  3.44861  0.049
C  5.32747  -4.10133  2.96238  -0.478
C  6.29505  -4.64411  4.00454  -0.014
C  4.20673  -5.12534  2.74320  -0.015
C  5.98803  -3.63159  1.57353  -0.474
C  7.32108  -2.91882  1.80562  -0.027
C  6.15174  -4.73830  0.53768  -0.014
O  5.04172  -2.68473  1.08327  0.041
C  2.12732  -1.91672  3.36918  -0.015
C  0.74717  -1.72681  3.37688  -0.009
H  -2.88242  -0.55899  3.06681  0.030
H  -2.02980  -1.79160  4.05309  0.105
H  -1.30090  -0.14735  3.79132  0.110
H  0.28269  -1.29984  0.00088  0.105
H  2.76456  -1.61436  0.05075  0.124
H  4.62997  -0.22323  4.64671  0.110
H  6.38778  1.74666  4.52814  0.100
H  8.08574  2.75300  2.93106  0.077
H  8.56814  1.70401  1.57256  0.075
H  7.36159  2.98591  1.30834  0.076
H  6.74169  -5.58542  3.65892  0.087
H  7.09266  -3.92339  4.21814  0.082
H  5.74584  -4.84418  4.93186  0.089
H  4.63746  -6.10501  2.49753  0.084
H  3.62484  -5.23318  3.66709  0.092
H  3.51939  -4.82491  1.93704  0.096
H  8.10369  -3.65307  2.04774  0.088
H  7.61474  -2.38854  0.88991  0.085
H  7.24228  -2.19114  2.62914  0.091
H  6.83195  -5.50682  0.92853  0.088
H  5.18942  -5.20115  0.29216  0.081
H  6.59237  -4.33365  -0.38109  0.088
H  2.61646  -2.07801  4.33089  0.124
H  0.19668  -1.68912  4.31997  0.102
O  -7.42747  3.51268  -1.12563  0.175
C  -7.07755  2.58116  -0.53599  -0.131
Co  -6.75868  1.10972  0.39893  0.056
C  -7.23515  1.53926  2.06809  -0.088
O  -7.64268  1.75495  3.12880  0.162
C  -8.32356  0.67085  -0.25505  -0.147
O  -9.37737  0.42917  -0.67097  0.196
C  -4.55157  1.19524  -0.03696  -0.095
C  -3.35099  0.80138  0.51216  -0.291
C  -2.01413  0.95972  0.50761  0.086
Co  -4.73956  -0.38123  0.78168  0.141
C  -5.11285  -0.42879  2.51464  -0.102
O  -5.48457  -0.58187  3.60709  0.185
C  -4.06460  -1.99663  0.37532  -0.013
O  -3.75577  -3.07240  0.07048  0.195
C  -6.51368  -0.94868  0.54544  -0.222
O  -7.22065  -1.88578  0.52484  0.150
H  -4.54988  1.78999  -0.95706  0.093
H  -1.37958  0.07469  0.61296  0.044
H  -1.55101  1.91578  0.25884  0.086

Forces on the atoms, in the same order (eV/Å):
0.522 -0.437 -0.546
-0.430 0.619 0.695
0.633 0.132 0.420
-0.012 -0.219 0.407
-1.027 0.416 -0.082
1.261 -0.706 -0.264
-1.695 2.328 0.069
1.069 -0.167 0.237
0.173 1.019 -0.494
-0.018 -0.546 -0.555
-1.159 -0.510 0.779
-0.055 0.146 -0.012
-0.147 0.019 0.582
0.671 -0.828 0.009
0.240 -0.041 -0.431
0.204 0.010 -0.152
-0.024 -0.133 -0.204
-0.104 -0.418 0.263
0.221 -0.158 0.178
0.079 -0.117 0.207
0.208 -0.791 0.170
-1.274 0.507 0.634
0.077 -0.073 -0.421
0.265 -0.094 -0.059
0.017 0.382 -0.174
-0.204 -0.390 -0.215
0.005 -0.197 0.151
-0.092 -0.009 0.153
0.165 -0.089 -0.246
0.005 -0.152 -0.131
0.103 0.098 -0.216
0.040 0.167 0.001
0.219 0.011 0.082
-0.004 0.145 0.088
-0.193 -0.165 -0.006
0.088 0.042 -0.142
-0.168 0.124 -0.024
0.140 0.086 -0.134
0.242 -0.024 0.240
-0.111 0.219 -0.001
-0.113 -0.118 0.224
0.048 -0.220 -0.302
-0.129 0.037 -0.122
0.207 0.125 0.041
-0.101 -0.010 0.160
0.126 0.016 -0.398
0.233 -0.247 -0.348
0.783 -2.076 1.487
-0.092 2.775 -2.042
0.423 -0.953 -0.678
-0.960 0.355 3.867
0.881 -0.296 -2.623
-3.161 -0.929 -1.174
2.689 0.573 1.075
0.175 1.325 -1.073
2.409 1.630 -0.868
-1.117 -0.620 -0.409
-1.525 -0.661 0.171
-0.914 -1.910 4.640
1.159 0.889 -3.409
1.231 -3.896 -0.529
-0.889 3.646 0.918
-2.572 -1.849 -0.443
1.772 2.079 0.087
-0.083 -0.322 0.310
-0.230 0.527 0.100
-0.177 -0.078 0.478

Values from the calculation:
- E_tot: -4910.55014 hartree
- HOMO-LUMO gap: 0.0614 Eh
- ΔE to the lowest compared entry with this formula, charge and spin: 0.00 kJ/mol
- Lowest unoccupied orbital energy: -4.527 eV
- Net charge: 0



No. 2
The following is a DFT calculation (wB97M-V/def2-TZVPD) of the molecule C5H12N2O.

Each line ends with the Löwdin charge.
Geometry (Å):
C  0.15965  1.83109  0.88994  -0.249
O  1.35088  1.87546  1.67486  -0.138
C  0.10923  0.39472  0.30399  -0.455
C  -1.05022  0.16062  -0.70341  -0.165
C  -1.18993  -1.28331  -1.17661  -0.214
C  1.13691  -1.94466  -1.36146  -0.103
N  0.10343  -1.60339  -2.01875  -0.031
N  0.11773  -0.58313  1.35888  0.031
H  0.35014  2.64054  0.08928  0.149
H  -0.66306  1.87914  1.51977  0.086
H  1.44114  2.91520  1.89061  0.162
H  1.17030  0.33653  -0.11217  0.144
H  -0.93382  0.94338  -1.54647  0.141
H  -1.98572  0.40714  -0.01506  0.146
H  -1.48238  -2.12128  -0.59131  0.086
H  -1.96439  -1.25632  -2.00424  0.105
H  1.12233  -1.87479  -0.21924  0.075
H  2.06102  -1.82658  -1.92050  0.060
H  -0.72493  -0.56156  1.98504  0.111
H  0.87171  -0.32880  1.95685  0.059

Forces on the atoms, in the same order (eV/Å):
2.129 -0.350 -2.555
0.425 3.957 1.134
1.482 1.009 -0.881
-0.524 1.308 2.232
1.100 0.565 -4.609
-0.818 2.042 1.231
-1.331 -0.060 1.180
-1.517 -0.548 0.981
-1.331 -1.215 0.946
-1.960 1.064 1.007
0.020 -3.825 -0.465
-1.459 -0.258 -0.264
-0.511 -1.562 1.171
1.397 -0.245 -1.753
0.153 -0.151 1.401
0.619 -0.033 0.983
0.278 -0.871 -1.449
0.310 -0.893 0.101
0.782 0.099 -1.054
0.757 -0.032 0.663

Values from the calculation:
- E_tot: -382.36528 hartree
- HOMO-LUMO gap: 0.3549 Eh
- ΔE to the lowest compared entry with this formula, charge and spin: 360.34 kJ/mol
- SMILES: C=NCC[C@H](N)CO
- Lowest unoccupied orbital energy: 0.698 eV
- Net charge: 0



No. 3
The following is a DFT calculation (wB97M-V/def2-TZVPD) of a structure of composition C6H4ClO3S.

Each line ends with the Löwdin charge.
Geometry (Å):
C  0.11823  -1.77415  1.69145  -0.175
C  0.62462  -0.45254  1.40732  -0.081
C  -0.45773  -2.32582  0.55975  -0.419
C  0.44167  -0.09341  0.06395  -0.489
C  0.31274  1.24977  -2.10424  -0.751
C  0.65872  1.10593  -0.57535  -0.575
O  -0.15902  0.17090  -2.53463  -0.185
O  0.56120  2.29351  -2.69229  -0.010
O  -1.49111  2.28769  -0.05256  -0.340
S  -0.48757  -1.32935  -0.83187  1.101
Cl  1.60651  2.30704  0.08058  0.814
H  0.22221  -2.20278  2.75496  0.116
H  1.09551  0.26364  1.94690  0.057
H  -0.86976  -3.27211  0.74028  0.039
H  -2.17623  1.77168  -0.45425  -0.101

Forces on the atoms, in the same order (eV/Å):
1.155 1.666 1.210
-1.550 -2.518 -3.155
0.578 1.247 1.689
-1.381 -2.209 0.834
0.045 0.078 -0.317
-1.732 1.806 -1.134
-0.173 0.044 -0.300
0.271 -0.077 0.469
2.048 -0.174 0.373
0.759 -0.272 0.867
0.426 0.404 0.520
-0.372 0.383 -2.053
1.302 1.595 2.349
-0.814 -1.338 -0.824
-0.561 -0.636 -0.529

Values from the calculation:
- E_tot: -1315.07839 hartree
- HOMO-LUMO gap: 0.2307 Eh
- ΔE to the lowest compared entry with this formula, charge and spin: 386.47 kJ/mol
- Lowest unoccupied orbital energy: 1.953 eV
- Net charge: -1



No. 4
The following is a DFT calculation (wB97M-V/def2-TZVPD) of a structure of composition C3H7MnO2.

Each line ends with the Löwdin charge.
Geometry (Å):
C  -0.15001  1.28197  -0.26712  -0.195
O  -1.17555  0.89736  0.68841  -0.125
C  -1.61410  -0.33671  0.63950  -0.244
C  -1.41331  -1.23407  -0.37039  -0.081
H  2.72754  0.83712  0.52105  0.178
H  -0.69869  1.57052  -1.18154  0.065
H  0.38035  2.21367  -0.03875  0.051
H  -2.07114  -0.64812  1.58350  0.147
H  -1.24663  -0.90617  -1.40177  0.057
H  -1.73922  -2.25983  -0.20380  0.072
Mn  0.91520  -0.66212  -0.43390  1.090
O  2.61571  -0.18343  0.34214  -0.115
H  3.46986  -0.57019  0.12266  0.101

Forces on the atoms, in the same order (eV/Å):
-0.170 -0.471 -1.686
0.345 0.373 0.601
0.402 0.121 0.377
0.577 -0.465 -0.200
-0.146 -2.781 -0.471
0.316 -0.405 0.001
-0.501 -0.239 0.977
-0.074 0.171 -0.313
-0.255 -0.070 0.193
-0.090 0.348 -0.200
-2.447 0.483 -0.410
1.598 2.794 0.929
0.445 0.142 0.202

Values from the calculation:
- Expectation value of S²: 8.76
- E_tot: -1419.63724 hartree
- HOMO-LUMO gap (alpha / beta): 0.2949 / 0.3021 Eh
- Multiplicity: 6
- ΔE to the lowest compared entry with this formula, charge and spin: 53.29 kJ/mol
- Lowest unoccupied orbital energy (alpha / beta): -4.730 / -5.125 eV
- Net charge: +1



No. 5
The following is a DFT calculation (wB97M-V/def2-TZVPD) of a cluster of 6 separate species, C5H20N11O8 in total.

Each line ends with the Löwdin charge.
Geometry (Å):
N  -0.20414  -0.38276  -0.23340  -0.531
O  -0.68319  0.60871  0.34542  -0.041
O  -0.09197  -0.41708  -1.45766  -0.023
O  0.13162  -1.37044  0.45187  -0.047
C  -0.27285  1.60035  -4.53719  -0.684
O  -0.44704  2.07012  -5.64731  0.013
N  -0.57413  2.24689  -3.37111  0.156
N  0.30329  0.37865  -4.31569  0.153
H  -0.55046  1.71475  -2.51505  0.065
H  -1.06434  3.11943  -3.39025  0.095
H  0.28826  -0.23879  -5.10426  0.096
H  0.41785  0.07104  -3.36789  0.037
C  -1.38711  -3.54896  2.77559  -0.688
O  -1.83735  -4.40619  3.51278  0.009
N  -1.42510  -2.19887  3.00103  0.154
N  -0.79032  -3.85139  1.57511  0.146
H  -1.64055  -1.83685  3.90993  0.095
H  -1.07577  -1.57877  2.28807  0.057
H  -1.00987  -4.75483  1.19560  0.096
H  -0.44188  -3.15326  0.93559  0.044
C  -2.06291  3.91448  1.16637  -0.685
O  -2.40320  5.04422  1.48458  0.006
N  -2.21140  2.82037  1.97289  0.158
N  -1.56669  3.56212  -0.05017  0.157
H  -1.64203  2.04987  1.67263  0.044
H  -2.60638  2.88602  2.88789  0.099
H  -1.29130  2.60868  -0.23066  0.055
H  -1.48596  4.21527  -0.80376  0.094
C  1.75736  -3.52109  -2.71433  -0.696
O  2.10489  -4.42324  -3.46497  0.002
N  1.90793  -3.57726  -1.36622  0.160
N  1.24275  -2.34698  -3.16159  0.154
H  2.30280  -4.41648  -0.98668  0.099
H  1.65478  -2.82686  -0.74569  0.069
H  0.71752  -1.74334  -2.54460  0.040
H  1.15738  -2.26065  -4.15567  0.090
C  1.67708  2.24550  2.90798  -0.690
O  1.42468  3.29006  2.34888  0.039
N  2.75290  2.05430  3.75817  0.131
N  0.97285  1.11050  2.72791  0.162
H  3.02513  1.13227  4.04118  0.079
H  3.38505  2.79865  3.97913  0.090
H  0.34088  1.00730  1.94560  0.048
H  1.20094  0.30456  3.27994  0.091

Forces on the atoms, in the same order (eV/Å):
-0.284 -0.448 0.823
-0.039 0.337 -0.281
-0.016 0.418 -0.530
0.298 0.044 -0.033
0.118 0.136 0.174
-0.196 0.016 -0.111
0.094 -0.050 0.328
-0.068 0.395 -0.333
-0.116 0.132 0.050
-0.022 0.009 -0.191
0.183 -0.179 0.119
-0.034 -0.314 -0.154
0.152 0.284 -0.723
-0.080 0.084 0.346
0.034 0.059 0.154
0.030 -0.508 -0.133
-0.107 -0.153 0.025
0.094 0.079 0.076
0.080 -0.035 0.104
-0.216 0.069 0.148
-0.623 0.469 0.385
0.007 -0.077 -0.233
0.280 -0.211 -0.616
0.305 -0.250 -0.616
-0.296 -0.490 0.668
0.271 0.172 0.130
-0.025 0.082 0.018
0.034 0.332 0.291
0.245 -0.001 -0.310
0.049 -0.085 0.088
0.038 -0.314 0.542
-0.088 0.192 -0.157
-0.036 -0.014 0.010
-0.092 0.061 -0.063
0.063 -0.072 -0.015
-0.143 -0.073 -0.015
0.694 0.024 -0.197
0.105 0.393 0.084
0.046 0.141 0.369
-0.531 -0.744 0.191
0.008 0.006 -0.046
-0.164 0.210 -0.186
0.064 0.030 0.045
-0.116 -0.158 -0.224

Values from the calculation:
- E_tot: -1406.98481 hartree
- HOMO-LUMO gap: 0.3610 Eh
- ΔE to the lowest compared entry with this formula, charge and spin: 0.00 kJ/mol
- Lowest unoccupied orbital energy: 2.503 eV
- Net charge: -1



No. 6
The following is a DFT calculation (wB97M-V/def2-TZVPD) of a structure of composition C14H16BrN5PdS.

Each line ends with the Löwdin charge.
Geometry (Å):
Pd  -0.07424  -0.04748  0.50284  0.723
C  3.98318  1.33510  -0.72237  0.017
C  2.54119  0.99894  -0.53480  -0.208
N  2.03971  0.35315  0.45073  -0.034
N  2.79132  -0.09965  1.50005  0.022
C  2.16574  -0.56222  2.61290  -0.784
N  2.95403  -0.95731  3.60309  0.144
S  0.47835  -0.65329  2.78960  0.713
C  1.54394  1.46760  -1.55384  -0.207
C  1.93488  2.24494  -2.62415  0.022
C  0.96889  2.69090  -3.52526  0.004
C  -0.34768  2.33984  -3.32103  -0.002
C  -0.66402  1.55269  -2.21993  -0.088
N  0.25134  1.12800  -1.35618  0.002
H  4.64833  0.87179  0.00094  0.078
H  4.12040  2.41601  -0.65123  0.120
H  4.31146  1.01935  -1.71253  0.111
H  3.79648  -0.02344  1.45441  0.150
H  3.95494  -0.83442  3.59212  0.136
H  2.53652  -1.27587  4.46398  0.125
H  2.97032  2.51554  -2.76684  0.122
H  1.25484  3.30430  -4.36900  0.133
H  -1.13125  2.66170  -3.99228  0.129
H  -1.68563  1.25084  -2.02805  0.106
C  0.70976  -5.60586  -0.82682  -0.020
C  -0.19975  -4.44481  -0.53885  -0.219
C  -1.57750  -4.59904  -0.41505  0.031
C  -2.39862  -3.51144  -0.14322  -0.044
C  -1.77106  -2.29763  -0.01473  -0.703
Br  -2.69677  -0.69516  0.40904  0.880
N  -0.46400  -2.10576  -0.13420  -0.087
C  0.31397  -3.16482  -0.38258  -0.056
H  0.13659  -6.50842  -1.02593  0.091
H  1.36688  -5.80790  0.01963  0.097
H  1.33427  -5.40500  -1.69725  0.095
H  -2.02043  -5.58081  -0.52710  0.139
H  -3.46887  -3.60863  -0.03470  0.128
H  1.37488  -2.96862  -0.47720  0.133

Forces on the atoms, in the same order (eV/Å):
0.200 -0.060 0.126
0.013 0.011 0.048
-0.201 0.074 -0.178
0.245 0.008 0.043
-0.230 0.000 -0.138
0.109 -0.030 0.043
-0.018 0.079 0.031
-0.074 -0.030 -0.048
0.136 -0.108 0.190
-0.070 0.032 -0.089
0.067 -0.007 0.029
-0.052 -0.005 -0.012
0.007 -0.050 0.010
0.020 0.015 -0.106
-0.009 -0.008 0.001
0.001 -0.004 -0.016
-0.001 0.006 -0.001
0.035 0.004 0.048
0.009 -0.019 0.002
-0.011 -0.023 -0.009
-0.002 -0.003 -0.005
-0.001 -0.004 0.006
0.010 0.000 0.005
-0.004 0.009 0.010
-0.026 0.014 -0.016
0.039 -0.111 -0.027
-0.084 0.013 0.022
0.126 -0.068 -0.055
0.027 0.107 0.014
-0.245 0.079 0.041
-0.059 -0.126 0.085
0.018 0.180 -0.098
-0.002 0.008 0.001
-0.002 0.022 0.006
0.009 0.004 0.010
0.012 0.003 -0.004
0.001 0.004 0.001
0.005 -0.014 0.033

Values from the calculation:
- Expectation value of S²: 2.01
- E_tot: -3916.41723 hartree
- HOMO-LUMO gap (alpha / beta): 0.2993 / 0.2723 Eh
- Multiplicity: 3
- ΔE to the lowest compared entry with this formula, charge and spin: 0.00 kJ/mol
- Lowest unoccupied orbital energy (alpha / beta): -6.786 / -8.105 eV
- Net charge: +2



- Number 1 is which compound?
  C27H27BCo2O9S



- The highest net charge belongs to which entry?
  C14H16BrN5PdS